No. 1
Computed, not measured: a molecular structure, C34H30AsFN3O4ReS in a non-equilibrium geometry, with ωB97M-V/def2-TZVPD.

The geometry in XYZ format:
```
75
Properties=species:S:1:pos:R:3
Re 0.141 -0.750 -0.205
O -2.042 0.989 1.303
S -2.726 -0.270 1.207
O -4.081 -0.323 0.746
N -1.764 -1.195 0.160
C -2.127 -2.579 -0.018
C -3.394 -3.079 -0.106
C -3.604 -4.467 -0.307
C -2.561 -5.330 -0.448
C -1.236 -4.826 -0.412
C -0.093 -5.625 -0.619
C 1.151 -5.059 -0.623
C 1.262 -3.678 -0.415
N 0.215 -2.908 -0.196
C -1.039 -3.457 -0.196
C -2.629 -1.051 2.769
C -1.781 -0.510 3.729
C -1.723 -1.102 4.981
C -2.501 -2.213 5.262
C -3.360 -2.735 4.301
C -3.437 -2.153 3.049
H -4.242 -2.413 -0.034
H -4.620 -4.835 -0.358
H -2.724 -6.387 -0.611
H -0.215 -6.688 -0.788
H 2.042 -5.646 -0.794
H 2.229 -3.190 -0.416
H -1.182 0.356 3.495
H -1.062 -0.693 5.733
H -2.450 -2.672 6.241
H -3.986 -3.586 4.534
H -4.139 -2.527 2.320
O 1.712 -0.628 3.554
C 1.563 -0.562 2.369
O 0.401 -0.680 1.737
C 2.664 -0.280 1.400
C 3.945 0.036 1.861
C 4.901 0.340 0.945
C 4.585 0.305 -0.429
C 5.559 0.602 -1.414
C 5.249 0.539 -2.737
C 3.947 0.163 -3.134
C 2.982 -0.125 -2.212
C 3.274 -0.046 -0.830
N 2.305 -0.318 0.130
H 4.117 0.036 2.928
H 5.905 0.604 1.251
H 6.556 0.872 -1.090
H 5.997 0.767 -3.485
H 3.709 0.098 -4.187
H 2.004 -0.428 -2.535
F 0.169 -0.998 -2.063
C 0.509 2.076 -2.653
As -0.448 1.599 -1.044
C -2.240 1.661 -1.762
C -0.229 3.171 0.089
C -0.355 4.458 -0.671
C 0.770 5.107 -1.170
C 0.643 6.276 -1.907
C -0.615 6.809 -2.153
C -1.742 6.174 -1.651
C -1.612 5.006 -0.913
H 0.047 2.974 -3.061
H 0.420 1.255 -3.361
H 1.558 2.276 -2.445
H -2.331 2.576 -2.345
H -2.991 1.636 -0.981
H -2.360 0.798 -2.417
H 0.751 3.069 0.557
H -0.988 3.074 0.863
H 1.755 4.698 -0.973
H 1.527 6.774 -2.283
H -0.716 7.722 -2.725
H -2.725 6.592 -1.825
H -2.495 4.522 -0.509
```

LUMO level (spin up / spin down)   -4.0 / -3.9 eV
Charge   +1
ΔE to the lowest compared entry with this formula, charge and spin   3.52 kcal/mol
Highest occupied orbital energy (spin up / spin down)   -0.4014 / -0.4079 hartree
2S+1   2
Calculated total energy   -124924.388 eV
M   856.8 g mol⁻¹
Frontier orbital gap (spin up / spin down)   6.8830 / 7.2151 eV

=====

No. 2
Computed, not measured: a molecular structure, CF2O2 in a non-equilibrium geometry, with ωB97M-V/def2-TZVPD.

The geometry in XYZ format:
```
5
Properties=species:S:1:pos:R:3
C 0.508 -0.157 -0.089
O 1.380 -0.045 -0.833
O -0.445 -0.408 0.525
F 0.235 1.604 0.810
F -1.677 -0.994 -0.413
```

LUMO level (spin up / spin down)   -2.6 / -4.6 eV
Charge   0
ΔE to the lowest compared entry with this formula, charge and spin   72.43 kcal/mol
Highest occupied orbital energy (spin up / spin down)   -0.4974 / -0.4570 hartree
2S+1   1
Calculated total energy   -10560.231 eV
M   82.0 g mol⁻¹
Frontier orbital gap (spin up / spin down)   10.9780 / 7.8818 eV

=====

No. 3
Computed, not measured: a molecular structure, H6N3P4 in a non-equilibrium geometry, with ωB97M-V/def2-TZVPD.

The geometry in XYZ format:
```
13
Properties=species:S:1:pos:R:3
N -0.906 1.109 0.387
N 1.533 0.565 1.420
N 0.052 -0.407 -0.927
P -0.158 -0.397 0.774
P -1.294 0.725 -1.321
P 2.041 1.988 1.042
P 0.560 -2.054 -1.312
H -1.571 1.512 1.022
H 2.048 -0.215 1.925
H -0.047 -2.563 -0.087
H -2.515 0.037 -1.175
H 0.770 2.308 0.382
H -0.511 -2.607 -2.129
```

LUMO level   -5.7 eV
Charge   +1
ΔE to the lowest compared entry with this formula, charge and spin   17.92 kcal/mol
Highest occupied orbital energy   -0.4789 hartree
2S+1   1
Calculated total energy   -41713.964 eV
M   172.0 g mol⁻¹
Frontier orbital gap   7.3268 eV

=====

No. 4
Computed, not measured: a molecular structure, C7H24ClF3GaO10S2 in a non-equilibrium geometry, with ωB97M-V/def2-TZVPD.

The geometry in XYZ format:
```
48
Properties=species:S:1:pos:R:3
C 4.059 0.317 0.252
C 3.371 -0.123 -0.830
Ga 1.485 -0.741 -0.545
C 0.113 0.356 -1.591
C -0.818 1.001 -0.537
C -2.257 1.270 -1.040
C -3.340 0.487 -0.314
S -3.553 -1.192 -0.882
O -3.750 -2.023 0.267
O -2.569 -1.577 -1.831
Cl -5.393 -1.140 -1.849
S 1.202 -3.083 -1.008
O 2.402 -3.862 -0.722
O 0.670 -3.277 -2.354
C -0.071 -3.767 0.211
F -0.966 -2.786 0.477
F 0.535 -4.075 1.379
F -0.747 -4.849 -0.224
H 4.470 1.313 0.355
H 4.182 -0.408 1.053
H 3.822 -0.087 -1.820
H 1.168 -0.598 1.022
H -0.432 -0.281 -2.280
H 0.688 1.108 -2.121
H -0.381 1.950 -0.256
H -0.850 0.334 0.322
H -2.333 1.182 -2.120
H -2.480 2.315 -0.822
H -3.120 0.426 0.745
H -4.297 0.983 -0.412
O 2.905 2.522 2.235
H 3.331 1.889 2.826
H 2.786 3.313 2.766
O 4.492 2.602 -1.776
H 4.599 2.623 -2.730
H 3.948 3.369 -1.565
O 4.548 1.498 4.524
H 4.054 1.367 5.339
H 5.467 1.367 4.770
O -4.034 -5.223 0.673
H -4.601 -4.530 0.324
H -3.228 -5.146 0.150
O -5.832 1.477 1.315
H -6.698 1.888 1.380
H -5.912 0.659 1.818
O 1.287 3.445 -1.294
H 1.361 3.531 -2.249
H 0.717 4.175 -1.032
```

LUMO level   2.0 eV
Charge   -1
ΔE to the lowest compared entry with this formula, charge and spin   8.80 kcal/mol
Highest occupied orbital energy   -0.1394 hartree
2S+1   1
Calculated total energy   -122842.719 eV
M   494.6 g mol⁻¹
Frontier orbital gap   5.8182 eV

=====

No. 5
Computed, not measured: a gas-phase ion, C4H8NO (charge +1) in a non-equilibrium geometry, with ωB97M-V/def2-TZVPD.

The geometry in XYZ format:
```
14
Properties=species:S:1:pos:R:3
C -0.294 -1.017 0.844
C -0.525 0.496 -0.980
C 0.400 0.316 0.955
C 0.233 -0.663 -0.487
N -0.460 1.305 0.254
O 1.228 -1.179 -1.190
H 0.396 -1.797 1.101
H -1.233 -1.181 1.206
H -0.016 1.127 -1.714
H -1.451 0.101 -1.285
H 1.153 0.788 1.524
H 0.243 2.020 0.207
H -1.374 1.679 0.672
H 1.700 -1.995 -1.107
```

LUMO level (spin up / spin down)   -3.3 / -6.5 eV
Charge   +1
ΔE to the lowest compared entry with this formula, charge and spin   71.77 kcal/mol
Highest occupied orbital energy (spin up / spin down)   -0.3345 / -0.6006 hartree
2S+1   3
Calculated total energy   -7800.605 eV
M   86.1 g mol⁻¹
Frontier orbital gap (spin up / spin down)   5.8179 / 9.7967 eV